[1]
16
Properties=species:S:1:pos:R:3 method="wB97M-V/def2-TZVPD" homo_ev=-9.4 fmax_ev_per_a=6.7 e_tot_ev=-90626.1065 gap_ha=0.344
Br 1.11725 2.24985 2.09302
N 1.39538 0.89937 0.76763
C 0.37587 0.61824 -0.14367
C -0.45320 -0.87638 0.25912
N -1.40593 -1.52108 -0.35291
N -1.74001 -2.67584 0.20259
C -1.07761 -2.91861 1.31149
S 0.15843 -1.76713 1.64160
C 0.63632 0.85377 -1.61440
C -0.23865 1.85506 -0.79983
H 2.33150 0.90179 0.44999
H -1.23428 -3.59400 2.03081
H 0.00180 0.23263 -2.25277
H 1.50142 1.14902 -2.04732
H 0.07322 2.78056 -0.52910
H -1.44151 1.81275 -1.01624


[2]
16
Properties=species:S:1:pos:R:3 method="wB97M-V/def2-TZVPD" homo_ev=-5.1 fmax_ev_per_a=6.9 e_tot_ev=-18503.1713 gap_ha=0.309 charge=-1
I -0.25050 -0.34756 0.22906
O -0.13850 -3.33256 -2.24694
H -0.22750 -2.83056 -1.43094
H -0.02950 -4.20756 -1.98894
O 1.08150 0.28444 -2.94994
H 2.06850 0.51944 -2.88394
H 0.81650 -0.06056 -2.01694
O -2.59150 2.54544 0.01606
H -2.81150 2.64744 -0.82394
H -2.10350 1.74144 -0.02694
O -1.61650 0.45944 3.39006
H -1.29350 -0.01656 2.66406
H -1.11950 1.23044 3.45506
O 3.11950 0.28544 1.57406
H 2.65950 1.14844 1.89906
H 2.43650 -0.06656 1.14106


[3]
86
Properties=species:S:1:pos:R:3 method="wB97M-V/def2-TZVPD" homo_ev="-9.2 / -9.2" fmax_ev_per_a=1.0 e_tot_ev=-100537.0779 gap_ha="0.247 / 0.247" charge=+1
Ni -0.03927 -0.13306 -0.00940
C -3.50402 -2.34230 -0.30487
C -3.52682 -0.85338 -0.68099
C -3.30182 -0.69905 -2.18926
P -2.27905 0.14575 0.23431
C -2.87161 0.35682 1.97666
C -1.92995 1.31910 2.71159
C -3.03531 -0.93233 2.78764
C -2.40420 1.80745 -0.42946
C -3.56895 2.43658 -0.86961
C -3.54038 3.72049 -1.38053
C -4.79113 4.42000 -1.85736
C -2.29252 4.34416 -1.45151
C -1.13138 3.73771 -1.00396
C -1.17032 2.45316 -0.44950
N -0.04405 1.76259 0.03009
C 1.02240 2.44887 0.62771
C 0.93931 3.71512 1.21251
C 2.06672 4.31862 1.75271
C 3.31841 3.70788 1.75084
C 4.53742 4.37944 2.33983
C 3.38860 2.43451 1.20976
C 2.26607 1.81050 0.67555
P 2.22616 0.13695 0.02609
C 3.29802 -0.80798 1.19575
C 2.79177 -0.62758 2.63331
C 3.43963 -2.29862 0.86657
C 3.12099 0.27778 -1.58450
C 2.45376 1.38311 -2.41175
C 3.18083 -1.02087 -2.39150
H -4.15377 -2.89758 -0.98552
H -3.85162 -2.53373 0.70782
H -2.49893 -2.75806 -0.40276
H -4.49994 -0.43488 -0.41469
H -2.30157 -1.05147 -2.46117
H -3.39920 0.33149 -2.52838
H -4.02394 -1.31244 -2.73398
H -3.84797 0.83661 1.86719
H -0.93242 0.88890 2.80670
H -2.31576 1.49965 3.71719
H -1.84008 2.27951 2.20542
H -2.09675 -1.48392 2.84163
H -3.81042 -1.58575 2.39166
H -3.32804 -0.67015 3.80716
H -4.52002 1.91046 -0.82048
H -5.66502 3.77172 -1.77105
H -4.70194 4.72435 -2.90237
H -4.98662 5.32163 -1.27271
H -2.22817 5.33909 -1.88172
H -0.18578 4.25826 -1.09057
H -0.00978 4.23352 1.25207
H 1.96487 5.30199 2.20058
H 4.31393 5.40194 2.64232
H 5.35810 4.41745 1.61987
H 4.90065 3.84503 3.22164
H 4.34392 1.91254 1.21965
H 4.28432 -0.34405 1.10883
H 1.80320 -1.07684 2.75546
H 2.72917 0.42174 2.92002
H 3.48073 -1.12553 3.32096
H 2.46527 -2.78547 0.76668
H 3.97002 -2.79523 1.68213
H 4.00609 -2.48173 -0.04452
H 4.13647 0.59206 -1.32735
H 1.40355 1.14664 -2.60656
H 2.96295 1.48155 -3.37295
H 2.48479 2.34806 -1.90670
H 2.17959 -1.40601 -2.58550
H 3.75214 -1.80685 -1.90339
H 3.65091 -0.82759 -3.35857
C -0.17516 -4.82687 2.06028
N -0.15598 -4.17830 0.74279
C -0.17025 -4.88590 -0.41135
C -0.15476 -4.28276 -1.61401
C -0.11767 -2.86177 -1.62564
N -0.07670 -2.15359 -0.50204
C -0.11361 -2.79308 0.72410
O -0.11396 -2.19069 1.78709
N -0.13799 -2.19266 -2.78480
H -0.21722 -5.90285 1.91767
H -1.04224 -4.49438 2.62378
H 0.72038 -4.56190 2.61610
H -0.20184 -5.96140 -0.30711
H -0.17749 -4.85485 -2.52882
H -0.16826 -2.67390 -3.66565
H -0.12159 -1.18715 -2.77918


[4]
30
Properties=species:S:1:pos:R:3 method="wB97M-V/def2-TZVPD" homo_ev=-12.4 fmax_ev_per_a=6.1 e_tot_ev=-31723.7101 gap_ha=0.321 charge=+1
H 1.43746 3.65455 -1.72443
P 1.27470 2.36361 -2.17415
C 1.05826 1.92170 -0.53631
C 1.22536 0.48156 -0.05917
N 0.25453 0.30573 0.99823
C -1.09035 -0.07010 0.49800
C -1.04741 -1.32515 -0.24219
C -1.38249 -1.36464 -1.60348
C -1.42836 -2.58838 -2.30347
C -1.30274 -3.78371 -1.66161
C -1.04079 -3.79926 -0.27093
C -0.90936 -2.62969 0.41120
C 0.33970 1.51108 1.85268
C 0.76828 2.76739 0.50988
P 2.11173 3.93332 1.05451
H 1.02266 -0.37225 -0.68238
H 2.29269 0.46736 0.35560
H 0.69985 -0.53840 1.43797
H -1.40585 0.69069 -0.21802
H -1.83448 -0.19187 1.30765
H -1.69896 -0.42504 -2.07448
H -1.46758 -2.61988 -3.38537
H -1.35995 -4.80954 -2.17481
H -1.08248 -4.69741 0.30224
H -0.62488 -2.51886 1.53588
H 1.15880 1.43298 2.68580
H -0.57604 1.76646 2.22179
H -0.21871 3.25603 0.35152
H 3.15422 3.12912 1.20508
H 1.67220 4.05257 2.38278


[5]
82
Properties=species:S:1:pos:R:3 method="wB97M-V/def2-TZVPD" homo_ev="-9.1 / -9.7" fmax_ev_per_a=3.7 e_tot_ev=-61571.6101 gap_ha="0.353 / 0.342" spin_multiplicity=2
C 0.78033 3.35859 -0.00986
C 0.16792 2.07998 -0.78202
C -1.31524 1.90983 -0.13992
C -0.08723 2.40763 -2.32430
C 1.06175 1.96222 -3.33816
N 0.34566 1.21776 -4.44548
C 1.70046 3.23207 -4.11268
F 0.63617 3.88744 -4.78993
F 2.63247 2.83952 -5.09529
C 2.42536 4.28965 -3.17895
F 3.11385 5.18073 -4.04256
F 3.39160 3.77570 -2.32691
F 1.54147 5.12263 -2.46272
C 2.16961 0.95805 -2.77215
C 2.13892 0.60214 -1.22716
C 3.43650 1.23788 -0.47405
C 2.41516 -1.00159 -1.14549
N 0.86402 0.80284 -0.50360
O 1.07273 0.64281 0.78728
H 0.73642 3.19207 1.12312
H 1.81634 3.64822 -0.36017
H 0.08205 4.24771 -0.20542
H -1.99720 2.77623 -0.41195
H -1.26232 1.76956 0.98427
H -1.72013 0.92921 -0.57186
H -1.04725 1.84688 -2.61138
H -0.37479 3.51458 -2.40016
H 1.01197 0.97476 -5.19341
H -0.05544 0.35873 -4.04751
H 3.19462 1.38959 -3.05718
H 2.10612 -0.02134 -3.36487
H 4.21900 1.61888 -1.20010
H 3.16485 2.03835 0.27735
H 3.95258 0.40917 0.12888
H 1.40538 -1.49358 -1.38291
H 2.64975 -1.28848 -0.06226
H 3.23694 -1.33518 -1.85114
C -4.36831 4.16158 5.18310
C -2.86999 3.93116 5.25931
O -2.23062 4.23740 4.01344
C -2.08870 5.54173 3.74350
O -2.44143 6.45765 4.44324
O -1.50896 5.65649 2.53746
C -1.39913 7.00312 2.07809
H -4.79978 3.60460 4.34777
H -4.85382 3.84757 6.10909
H -4.60069 5.21511 5.01638
H -2.67922 2.87405 5.45516
H -2.41483 4.49809 6.07528
H -0.88616 7.63109 2.80844
H -2.39095 7.40245 1.85687
H -0.81462 6.99427 1.15786
C 3.08985 -7.82387 0.31515
C 3.04680 -6.50362 -0.43236
O 2.04893 -5.62856 0.11031
C 2.36667 -5.04241 1.27268
O 3.39604 -5.18387 1.88303
O 1.32136 -4.28803 1.66224
C 1.49012 -3.69500 2.94985
H 2.09967 -8.28583 0.33472
H 3.79413 -8.51118 -0.15741
H 3.39537 -7.68305 1.35365
H 2.76632 -6.68879 -1.47149
H 4.02357 -6.01356 -0.44390
H 2.41597 -3.11994 3.00383
H 1.47213 -4.46839 3.72038
H 0.65207 -3.01822 3.11671
C -0.83364 -4.58169 -0.45497
C -1.85857 -5.40320 -1.21503
O -3.16562 -5.27207 -0.63877
C -3.79502 -4.11871 -0.89493
O -3.36914 -3.20421 -1.55600
O -4.97988 -4.14086 -0.26201
C -5.70864 -2.91878 -0.36469
H -0.84563 -4.83904 0.60534
H 0.16670 -4.75268 -0.85038
H -1.04992 -3.51325 -0.52442
H -1.59277 -6.46023 -1.14646
H -1.87839 -5.14357 -2.27679
H -5.83865 -2.62048 -1.40642
H -5.19994 -2.13416 0.19911
H -6.69307 -3.08033 0.07468


What did the fourth record say?
30
Properties=species:S:1:pos:R:3 method="wB97M-V/def2-TZVPD" homo_ev=-12.4 fmax_ev_per_a=6.1 e_tot_ev=-31723.7101 gap_ha=0.321 charge=+1
H 1.43746 3.65455 -1.72443
P 1.27470 2.36361 -2.17415
C 1.05826 1.92170 -0.53631
C 1.22536 0.48156 -0.05917
N 0.25453 0.30573 0.99823
C -1.09035 -0.07010 0.49800
C -1.04741 -1.32515 -0.24219
C -1.38249 -1.36464 -1.60348
C -1.42836 -2.58838 -2.30347
C -1.30274 -3.78371 -1.66161
C -1.04079 -3.79926 -0.27093
C -0.90936 -2.62969 0.41120
C 0.33970 1.51108 1.85268
C 0.76828 2.76739 0.50988
P 2.11173 3.93332 1.05451
H 1.02266 -0.37225 -0.68238
H 2.29269 0.46736 0.35560
H 0.69985 -0.53840 1.43797
H -1.40585 0.69069 -0.21802
H -1.83448 -0.19187 1.30765
H -1.69896 -0.42504 -2.07448
H -1.46758 -2.61988 -3.38537
H -1.35995 -4.80954 -2.17481
H -1.08248 -4.69741 0.30224
H -0.62488 -2.51886 1.53588
H 1.15880 1.43298 2.68580
H -0.57604 1.76646 2.22179
H -0.21871 3.25603 0.35152
H 3.15422 3.12912 1.20508
H 1.67220 4.05257 2.38278